The following is a DFT calculation (wB97M-V/def2-TZVPD) of an isolated molecule of CH4Cl2SSi in a non-equilibrium geometry.

CARTESIAN COORDINATES (ANGSTROEM)
S 1.990997 1.391316 -0.134632
Si 0.440891 -0.305851 0.368092
C -1.249424 -0.009281 -0.477060
Cl -2.231409 -1.442252 -0.068084
Cl -2.039173 1.454435 0.148765
H 3.041930 0.635873 0.134056
H 0.257834 -0.283666 1.810009
H 1.027511 -1.504738 -0.218746
H -1.239156 0.064165 -1.562402

Atoms 1-6, force components in eV/Å:
-1.95 -0.90 0.21
1.31 1.81 -0.90
0.18 0.11 0.18
0.04 -0.15 -0.01
0.13 0.09 -0.04
0.32 -0.44 0.10

* net charge: 0
* SMILES: S[SiH2]C(Cl)Cl
* LUMO energy: 0.553 eV

The following is a DFT calculation (wB97M-V/def2-TZVPD) of a cluster of 2 separate species, C6H14 in total.

CARTESIAN COORDINATES (ANGSTROEM)
C 0.037472 0.537428 -2.220630
C -0.647244 0.689247 -0.863506
C 0.530217 -0.589618 1.636375
C 0.131743 1.665154 0.030607
C -0.899447 -0.906294 1.878840
C 1.172701 -1.441654 0.609201
H 0.956222 -0.059487 -2.125426
H 0.318158 1.517531 -2.625277
H -0.609969 0.037494 -2.948411
H -1.667996 1.076033 -0.977279
H -0.774369 -0.312998 -0.442100
H 0.086899 2.649874 -0.446174
H -0.265114 1.769981 1.046160
H 1.191828 1.404680 0.140502
H -1.485793 0.001995 2.071156
H -0.856220 -1.412210 2.855743
H -1.441777 -1.548233 1.162299
H 1.956894 -0.909256 0.055029
H 0.543703 -2.020408 -0.091008
H 1.722094 -2.149259 1.253898

Atoms 1-6, force components in eV/Å:
0.00 0.02 -0.09
-0.03 0.09 -0.07
-0.12 -0.38 -0.03
-0.02 0.08 -0.05
0.05 -0.02 0.02
-0.01 0.03 0.04

* net charge: 0
* LUMO energy: 0.499 eV

E? In order: -1648.56703, -236.85939 Eh.
Relative energy (zero: lowest compared OMol25 entry of this formula, charge and spin)? In order: 101.3, 399.1 kJ/mol.
Orbital gap? In order: 10.163, 8.599 eV.